# C3H6NOS2

An isolated ion of composition C3H6NOS2 and charge +1 (ωB97M-V/def2-TZVPD, the Open Molecules 2025 dataset).

LUMO (spin up / spin down), eV: -4.067 / -7.498
Molar mass, g/mol: 136.22
Expectation value of S²: 2.03
Kohn-Sham gap (spin up / spin down), Eh: 0.33998 / 0.22221
Energy above the lowest of the compared OMol25 structures with the same formula, charge and spin, kcal per mole: 6.4
Maximum force, hartree/bohr: 0.0589
Energy, eV: -28403.1167

Geometry as ORCA input:
```
! wB97M-V def2-TZVPD RIJCOSX def2/J DEFGRID3
* xyz 1 3
S -0.240 0.169 0.579
S -1.726 0.007 -0.715
O 2.973 -1.440 -0.048
N 2.542 -0.288 -0.255
C 2.317 1.051 0.088
C 1.111 0.549 -0.530
C -3.017 -0.825 0.281
H -2.506 -1.587 0.840
H 2.300 1.155 1.181
H -3.925 -1.304 -0.275
H 0.917 0.693 -1.630
H -3.560 -0.046 0.857
H 2.814 1.868 -0.373
*
```

These are the Mulliken partial charges, in e, on atoms 1 to 5: atom 1 (S): 0.1570, atom 2 (S): 0.1683, atom 3 (O): -0.3413, atom 4 (N): 0.2620, atom 5 (C): -0.4003

=====

# C4H9N2

An isolated ion of composition C4H9N2 and charge +1 (ωB97M-V/def2-TZVPD, the Open Molecules 2025 dataset).

Structure (SMILES): CC1=N[N+]1(C)C
LUMO, eV: -3.994
Molar mass, g/mol: 85.13
Kohn-Sham gap, Eh: 0.45476
Energy above the lowest of the compared OMol25 structures with the same formula, charge and spin, kcal per mole: 107.4
Maximum force, hartree/bohr: 0.1052
Energy, eV: -7263.4823

Geometry as ORCA input:
```
! wB97M-V def2-TZVPD RIJCOSX def2/J DEFGRID3
* xyz 1 1
N -0.051 -0.548 -0.355
N 0.255 -1.362 0.839
C 1.005 0.192 -1.083
C -1.137 -0.942 -1.173
C 0.108 0.967 2.048
C -0.004 -0.173 1.002
H -1.883 -1.596 -0.587
H 1.340 1.068 -0.428
H 0.636 1.766 1.525
H 0.714 0.684 -2.048
H 1.861 -0.550 -1.398
H 0.784 0.691 2.847
H -0.850 1.436 2.431
H -1.850 -0.142 -1.469
H -0.927 -1.492 -2.153
*
```

These are the Mulliken partial charges, in e, on atoms 1 to 5: atom 1 (N): 0.3746, atom 2 (N): -0.4421, atom 3 (C): -0.8008, atom 4 (C): -0.8616, atom 5 (C): -0.8997

=====

# C27H76F6N6O11P

A 12-piece molecular cluster, C27H76F6N6O11P overall (ωB97M-V/def2-TZVPD, the Open Molecules 2025 dataset).

LUMO (spin up / spin down), eV: -0.714 / -7.033
Molar mass, g/mol: 805.90
Expectation value of S²: 0.77
Kohn-Sham gap (spin up / spin down), Eh: 0.31428 / 0.08204
Maximum force, hartree/bohr: 0.1474
Energy, eV: -86291.1505

Geometry as ORCA input:
```
! wB97M-V def2-TZVPD RIJCOSX def2/J DEFGRID3
* xyz 0 2
P 0.259 -0.442 -0.231
F 1.521 -1.429 -0.157
F -0.297 -1.207 -1.574
F -0.473 -1.455 0.769
F 0.867 0.337 1.068
F -1.036 0.533 -0.194
F 1.063 0.672 -1.203
O 3.339 -0.960 -5.141
O 6.519 -0.494 1.629
O 4.203 -4.745 1.544
O -2.741 2.471 -3.519
O 3.463 4.683 0.723
O 0.439 -0.038 5.588
O -1.503 -2.565 -3.395
O -1.045 3.501 -0.566
O -4.215 0.532 3.260
O -1.147 3.053 4.388
O -5.811 -2.142 -0.053
N 1.260 5.063 0.611
N 3.336 -4.349 -0.426
N 2.888 -3.093 1.429
N 2.113 3.256 -0.299
N 0.666 2.629 3.341
N -1.121 1.508 2.803
C -0.764 1.388 -4.256
C 0.469 -3.913 -3.373
C 3.117 0.900 -3.703
C -4.641 -1.962 -0.815
C 3.777 1.104 -6.219
C -4.721 -1.053 5.046
C 5.314 -0.570 2.365
C -2.451 5.385 -0.719
C -2.275 4.063 -0.076
C 5.733 -0.676 3.899
C -4.302 -0.857 3.612
C 4.420 0.604 2.004
C 2.948 0.388 -5.122
C -5.013 -0.916 -1.994
C -3.002 0.446 -4.818
C -2.223 1.226 -3.767
C 3.515 -4.090 0.873
C 2.034 -1.454 6.388
C -3.401 3.055 -0.241
C 0.832 -2.055 4.261
C 0.712 -1.435 5.659
C -2.825 -1.311 3.521
C 2.364 4.413 0.321
C -0.373 -2.628 -5.433
C -0.737 -3.461 -4.177
C -3.427 -1.441 0.020
C -0.608 2.479 3.505
H -2.192 -0.875 4.293
H 2.410 -2.474 6.466
H -2.457 5.325 -1.807
H 2.776 -0.765 5.984
H 0.397 -3.074 -6.062
H -2.210 2.808 -2.794
H 1.953 -1.056 7.400
H 1.825 -1.791 3.896
H 2.755 -3.748 -0.993
H 1.906 0.243 -5.407
H 3.848 -5.130 -0.810
H 6.362 -0.258 0.711
H -1.092 2.574 -0.322
H 1.157 3.293 3.923
H -0.152 0.487 -4.282
H -4.638 -2.117 5.269
H -1.539 5.874 -0.374
H 4.860 -0.795 4.542
H -5.704 -0.632 5.258
H -3.363 -2.045 0.925
H -1.226 -4.413 -4.383
H -2.270 0.566 -2.901
H -2.523 -1.438 -0.590
H -1.200 -2.529 -6.136
H -4.176 -1.048 -2.680
H -2.213 4.130 1.010
H 2.172 -2.583 0.930
H 2.550 1.783 -3.408
H 0.130 -4.551 -2.556
H -4.332 0.562 2.307
H -5.158 0.040 -1.490
H 3.248 2.019 -6.483
H 0.123 -1.727 -5.071
H -5.979 -1.174 -2.428
H -0.190 2.114 -3.680
H -3.700 3.034 -1.289
H -0.925 -2.057 -2.822
H -2.977 2.099 0.068
H 6.231 0.234 4.233
H -4.298 3.163 0.369
H 4.810 1.272 -5.916
H -3.979 0.156 -4.433
H -3.317 5.892 -0.294
H 0.445 4.577 0.266
H -2.330 -1.041 2.588
H 4.272 0.686 0.927
H 1.150 2.224 2.553
H 3.431 0.678 2.457
H -2.041 1.186 3.069
H 4.177 1.048 -3.497
H -3.135 1.026 -5.731
H 4.812 -1.521 2.187
H 1.139 -3.147 -2.983
H -2.780 -2.387 3.691
H 0.094 -1.791 3.504
H -4.545 -2.992 -1.159
H 0.842 -3.134 4.412
H 0.017 -1.966 6.309
H 2.919 0.176 -2.912
H 5.018 1.445 2.354
H -4.900 -1.408 2.887
H 1.228 3.153 -0.774
H 4.257 -0.926 -4.863
H -4.054 -0.601 5.780
H -2.586 -0.546 -4.993
H 3.803 0.584 -7.176
H 1.058 -4.547 -4.035
H 2.850 2.632 -0.597
H -6.027 -1.289 0.331
H 3.105 -3.026 2.413
H 6.277 -1.604 4.074
H -3.725 -0.515 0.511
H 1.279 5.599 1.466
H -0.489 1.015 2.189
H 0.490 0.218 4.664
H -0.775 1.850 -5.244
*
```

These are the Mulliken partial charges, in e, on atoms 1 to 5: atom 1 (P): 1.2923, atom 2 (F): -0.4703, atom 3 (F): -0.6709, atom 4 (F): -0.3926, atom 5 (F): -0.6893

=====

# CH2FLiLuO

CH2FLiLuO as an isolated structure (ωB97M-V/def2-TZVPD, the Open Molecules 2025 dataset).

LUMO (spin up / spin down), eV: -10.739 / -10.735
Molar mass, g/mol: 230.93
Expectation value of S²: 0.75
Kohn-Sham gap (spin up / spin down), Eh: 0.26082 / 0.30544
Energy above the lowest of the compared OMol25 structures with the same formula, charge and spin, kcal per mole: 0.0
Maximum force, hartree/bohr: 0.1153
Energy, eV: -39640.5079

Geometry as ORCA input:
```
! wB97M-V def2-TZVPD RIJCOSX def2/J DEFGRID3
* xyz 2 2
Lu 0.964 -1.873 0.355
F -0.009 -0.202 1.534
O 0.842 -0.831 -1.390
C -0.580 0.966 0.816
Li 0.157 -0.903 -2.956
H -1.551 1.215 1.239
H 0.177 1.628 0.402
*
```

These are the Mulliken partial charges, in e, on atoms 1 to 5: atom 1 (Lu): 1.8646, atom 2 (F): -0.2968, atom 3 (O): -0.8850, atom 4 (C): -0.2514, atom 5 (Li): 0.8911

=====

# C23H18ErN4O7S

C23H18ErN4O7S as an isolated structure (ωB97M-V/def2-TZVPD, the Open Molecules 2025 dataset).

LUMO (spin up / spin down), eV: 2.242 / 2.230
Molar mass, g/mol: 661.75
Expectation value of S²: 3.75
Kohn-Sham gap (spin up / spin down), Eh: 0.26982 / 0.26947
Energy above the lowest of the compared OMol25 structures with the same formula, charge and spin, kcal per mole: 33.9
Maximum force, hartree/bohr: 0.0953
Energy, eV: -82899.6511

Geometry as ORCA input:
```
! wB97M-V def2-TZVPD RIJCOSX def2/J DEFGRID3
* xyz -1 4
Er 0.214 1.351 -0.905
S -2.573 0.852 -0.845
O 1.981 -1.986 1.092
O 1.241 0.005 0.408
O -0.285 -1.051 -1.415
O 2.920 2.785 -3.111
O 1.396 1.242 -2.573
O 1.073 4.699 -2.119
O -0.361 2.998 -1.925
N 1.794 2.774 0.281
N -2.096 2.490 1.275
N -0.823 2.624 0.879
N -4.094 1.422 1.188
C -0.191 3.711 1.193
C 0.859 -3.435 -2.090
C 3.840 3.977 0.111
C -1.182 -1.933 0.655
C 1.207 3.850 0.841
C -2.860 1.627 0.650
C -3.415 -1.779 2.324
C 0.773 3.515 -2.212
C 0.001 -1.917 -0.302
C 1.270 -4.673 -2.544
C 0.401 -3.280 -0.785
C -2.149 -1.522 2.824
C 0.390 -4.376 0.068
C -2.452 -2.242 0.176
C 1.236 -1.250 0.474
C 1.241 -5.765 -1.696
C -3.558 -2.163 1.002
C -1.043 -1.595 1.996
C 1.923 5.034 1.061
C 0.809 -5.611 -0.391
C 3.246 5.098 0.670
C 1.822 2.443 -2.692
C 3.073 2.836 -0.063
H 3.494 1.934 -0.496
H -4.232 1.693 2.147
H 0.902 -2.575 -2.742
H -1.145 -1.328 -1.774
H 0.058 -4.257 1.088
H 1.434 5.887 1.504
H -0.693 4.533 1.708
H -2.578 -2.557 -0.851
H -0.060 -1.402 2.396
H 4.874 3.989 -0.187
H -4.537 -2.392 0.604
H -4.280 -1.698 2.968
H 3.805 6.014 0.801
H 1.556 -6.736 -2.052
H -2.017 -1.250 3.861
H -4.616 0.648 0.817
H 1.613 -4.791 -3.563
H 0.793 -6.465 0.270
*
```

These are the Mulliken partial charges, in e, on atoms 1 to 5: atom 1 (Er): 0.8721, atom 2 (S): -0.5114, atom 3 (O): -0.7049, atom 4 (O): -0.4824, atom 5 (O): -0.7439

=====

# C4H32N2O13

A 12-piece molecular cluster, C4H32N2O13 overall (ωB97M-V/def2-TZVPD, the Open Molecules 2025 dataset).

Structure (SMILES): NCC(=O)NCCO.O.O.O.O.O.O.O.O.O.O.O
LUMO, eV: 0.093
Molar mass, g/mol: 316.30
Kohn-Sham gap, Eh: 0.37003
Energy above the lowest of the compared OMol25 structures with the same formula, charge and spin, kcal per mole: 61.5
Maximum force, hartree/bohr: 0.0548
Energy, eV: -34266.0395

Geometry as ORCA input:
```
! wB97M-V def2-TZVPD RIJCOSX def2/J DEFGRID3
* xyz 0 1
O -0.728 1.645 3.838
O -0.067 0.232 -4.014
O 5.433 0.247 -0.530
O -2.910 0.138 3.564
O 0.913 -2.571 -0.198
O 2.661 0.497 -4.858
O -1.806 1.618 -2.271
O -4.026 0.447 -1.324
O -3.216 -0.460 1.001
O -1.731 -2.803 1.049
O 0.152 -1.377 3.412
O 2.427 -0.236 -1.291
O -1.736 -5.037 3.036
N 2.814 1.858 1.111
N 0.483 0.589 -0.641
C -0.933 2.469 -1.453
C -0.470 1.620 -0.275
C 1.816 0.689 -0.765
C 2.455 1.986 -0.314
H 1.261 -2.370 -1.075
H 6.023 0.051 0.204
H 3.235 1.268 -4.948
H 0.520 -0.481 3.316
H -3.821 0.277 3.859
H -2.923 -1.413 0.995
H -0.349 -0.124 -4.874
H -3.140 0.835 -1.432
H 0.905 0.436 -4.072
H -3.721 -0.147 0.208
H 0.017 -0.144 -1.141
H -0.160 2.321 0.510
H 4.590 -0.235 -0.392
H -1.279 1.328 -3.037
H -1.166 -2.590 1.812
H 1.146 -1.912 0.458
H 1.978 2.067 1.614
H 1.871 2.826 -0.713
H -4.031 -0.269 -1.994
H 3.563 2.504 1.252
H 2.865 0.071 -4.019
H 3.379 2.136 -0.876
H -1.352 -4.160 2.937
H -0.609 -1.351 4.000
H -3.151 -0.094 2.620
H -1.659 3.203 -1.086
H -1.121 -2.773 0.314
H -1.797 -5.355 2.120
H -0.205 2.989 -2.070
H -1.442 0.939 3.869
H -1.256 2.454 3.788
H -1.283 1.157 0.284
*
```

These are the Mulliken partial charges, in e, on atoms 1 to 5: atom 1 (O): -0.6273, atom 2 (O): -0.6192, atom 3 (O): -0.6210, atom 4 (O): -0.6574, atom 5 (O): -0.6311

=====

Question: energy of number 1 (C3H6NOS2)?
Answer: -28403.1167 eV